Entry from OMol25: 2 unconnected molecules or ions with the total composition C9H13NO (the ωB97M-V functional and the def2-TZVPD basis).

Properties
Total charge: 0
HOMO energy (eV): -9.280
HOMO-LUMO gap (eV): 10.02
SMILES: Cc1ccccc1.CC(N)=O
Multiplicity: 1
F_max (eV/Å): 13.309
Energy above the lowest of the compared OMol25 structures with the same formula, charge and spin (kcal/mol): 65.15
Molecular weight (g mol⁻¹): 151.21

CARTESIAN COORDINATES (ANGSTROEM)
C  1.09  0.80  -0.11
H  0.08  2.05  1.97
C  -2.36  -0.97  -1.41
H  1.73  -1.07  2.52
H  2.38  -2.70  0.84
C  1.25  -0.24  -1.06
H  1.53  1.93  2.85
H  -1.80  2.21  -0.84
H  -1.21  -1.04  -1.71
C  1.73  -1.47  -0.81
H  -0.96  0.97  -0.31
N  -1.50  1.23  -0.98
C  0.69  1.43  2.22
C  1.23  0.43  1.23
H  2.11  -2.12  -1.61
H  0.18  0.79  2.99
H  1.08  1.80  -0.44
O  -3.71  1.05  -1.46
H  -3.09  -1.42  -2.13
H  1.11  0.14  -2.00
C  -2.65  0.53  -1.25
C  1.97  -1.80  0.52
H  -2.46  -1.60  -0.54
C  1.57  -0.93  1.54

For each atom in turn, the Mulliken charge in e is: atom 1 (C): -0.86, atom 2 (H): 0.59, atom 3 (C): -0.69, atom 4 (H): 0.54, atom 5 (H): 0.46, atom 6 (C): -0.33, atom 7 (H): 0.29, atom 8 (H): 0.25, atom 9 (H): 0.12, atom 10 (C): -0.50, atom 11 (H): 0.25, atom 12 (N): -0.27, atom 13 (C): -1.68, atom 14 (C): 1.09, atom 15 (H): 0.36, atom 16 (H): 0.36, atom 17 (H): 0.48, atom 18 (O): -0.60, atom 19 (H): 0.31, atom 20 (H): 0.52, atom 21 (C): 0.39, atom 22 (C): -0.36, atom 23 (H): 0.26, atom 24 (C): -0.97